<i>
C2ClF3O2S2 | wB97M-V/def2-TZVPD

```
! RIJCOSX wB97M-V def2-TZVPD def2/J DEFGRID3
* xyz 0 1
C -0.62440 0.12488 0.98718
C 0.87388 -0.99752 -0.87741
O -1.55302 1.95626 -0.85112
O 0.67833 0.31967 -0.98081
F -1.77533 0.24927 1.62846
F 0.41998 0.25331 1.78770
F 2.01865 -1.21903 -0.16378
S -0.57194 -1.56277 0.19449
S -0.41620 1.79995 -0.01397
Cl 0.92336 -1.70645 -2.39022
*
```

Results
LUMO energy (eV): -2.24
Gap between HOMO and LUMO (eV): 7.9
HOMO (eV): -10.16

Here are the natural (NBO) charges for atoms 1 to 6, given in e: atom 1 (C): 0.407, atom 2 (C): 0.434, atom 3 (O): -0.760, atom 4 (O): -0.778, atom 5 (F): -0.323, atom 6 (F): -0.327



<ii>
C2ClF3O2S2 | wB97M-V/def2-TZVPD

```
! RIJCOSX wB97M-V def2-TZVPD def2/J DEFGRID3
* xyz 0 1
C 3.22912 -1.26311 -0.80170
C -2.67362 0.59387 -0.10423
O -2.21959 0.63358 2.53083
O 2.96696 -0.54456 0.07200
F 2.77078 -2.43116 -1.17135
F 4.20258 -0.99751 -1.62909
F -3.86532 0.98753 0.38235
S -2.48658 0.24410 -1.62200
S -1.41925 0.48341 1.36598
Cl -0.50509 2.29384 0.97720
*
```

Results
LUMO energy (eV): -1.28
Gap between HOMO and LUMO (eV): 8.7
HOMO (eV): -10.02

Here are the natural (NBO) charges for atoms 1 to 6, given in e: atom 1 (C): 1.126, atom 2 (C): -0.011, atom 3 (O): -0.871, atom 4 (O): -0.528, atom 5 (F): -0.291, atom 6 (F): -0.308



It turns out <ii> is the most stable, with the second structure 35.9 kcal/mol higher.



<i>
C4H8S2 | wB97M-V/def2-TZVPD

```
! RIJCOSX wB97M-V def2-TZVPD def2/J DEFGRID3
* xyz 0 1
C 1.09502 0.63549 -0.06050
C -0.31942 0.05604 0.20042
C -0.80242 -0.88328 -0.88935
C -0.26880 -1.42338 0.39871
H -0.14199 2.44605 -0.87540
H 1.56852 0.96738 0.90572
H 1.76217 -0.04603 -0.60019
H -0.44801 0.94005 2.27491
H -1.81543 -0.83948 -1.11489
H -0.12220 -0.96464 -1.69872
H -0.91213 -1.98207 1.10439
H 0.72690 -1.81262 0.37793
S 1.03633 1.96448 -1.32034
S -1.35855 0.94200 1.29732
*
```

Results
LUMO energy (eV): 0.78
Gap between HOMO and LUMO (eV): 9.7
HOMO (eV): -8.91
SMILES: SCC1(S)CC1

Here are the natural (NBO) charges for atoms 1 to 6, given in e: atom 1 (C): -0.505, atom 2 (C): -0.231, atom 3 (C): -0.397, atom 4 (C): -0.413, atom 5 (H): 0.129, atom 6 (H): 0.217



<ii>
C4H8S2 | wB97M-V/def2-TZVPD

```
! RIJCOSX wB97M-V def2-TZVPD def2/J DEFGRID3
* xyz 0 1
C -0.05295 -1.84651 1.99562
C 0.90910 -0.96054 1.17508
C 0.20976 -0.27450 0.04004
C -0.33241 2.09101 -1.42060
H -0.97073 -1.37099 2.27110
H 0.46118 -2.09379 2.91031
H -0.37995 -2.74376 1.42203
H 1.21743 -0.20603 1.81271
H 1.76607 -1.61976 0.84468
H 0.03763 3.12421 -1.56309
H -1.43693 2.25230 -1.36078
H -0.09901 1.49283 -2.32941
S -0.77603 -0.98478 -1.06273
S 0.46374 1.42905 0.14095
*
```

Results
LUMO energy (eV): 0.03
Gap between HOMO and LUMO (eV): 8.5
HOMO (eV): -8.51
SMILES: CCC(=S)SC

Here are the natural (NBO) charges for atoms 1 to 6, given in e: atom 1 (C): -0.594, atom 2 (C): -0.480, atom 3 (C): -0.279, atom 4 (C): -0.748, atom 5 (H): 0.211, atom 6 (H): 0.210



It turns out <ii> is the most stable, with the second structure 16.8 kcal/mol higher.



<i>
CH8N2O | wB97M-V/def2-TZVPD

```
! RIJCOSX wB97M-V def2-TZVPD def2/J DEFGRID3
* xyz 0 1
N -2.71887 0.68698 -1.26553
C -2.26569 -0.68253 -1.03956
N -0.91550 -0.64590 -0.20053
H -2.83710 1.25121 -0.46608
H -2.21865 1.24964 -1.96265
H -3.10195 -1.29314 -0.46241
H -2.05804 -1.29625 -1.98061
H -0.77835 -1.53576 0.11749
H -0.10040 -0.33331 -0.73986
H 6.35028 1.17024 2.61789
H 4.90921 0.98188 2.63275
O 5.73506 0.44693 2.74910
*
```

Results
LUMO energy (eV): 1.00
Gap between HOMO and LUMO (eV): 10.3
HOMO (eV): -9.25
SMILES: NCN.O

Here are the natural (NBO) charges for atoms 1 to 6, given in e: atom 1 (N): -0.860, atom 2 (C): -0.055, atom 3 (N): -0.872, atom 4 (H): 0.369, atom 5 (H): 0.362, atom 6 (H): 0.186



<ii>
CH8N2O | wB97M-V/def2-TZVPD

```
! RIJCOSX wB97M-V def2-TZVPD def2/J DEFGRID3
* xyz 0 1
N -0.66313 -3.07776 -0.66417
C 0.29276 -2.08754 -0.04462
N 0.34672 -0.81989 -0.79614
H -1.57915 -2.63655 -0.57519
H -0.52383 -3.07047 -1.67061
H -0.07423 -1.76968 0.93308
H 1.24593 -2.59691 -0.03008
H -0.53819 -0.33421 -0.71974
H 1.01752 -0.14013 -0.46667
H 0.46679 6.12302 1.73903
H -0.31502 5.20662 0.78837
O 0.32383 5.20350 1.50674
*
```

Results
LUMO energy (eV): 0.89
Gap between HOMO and LUMO (eV): 10.2
HOMO (eV): -9.33
SMILES: NCN.O

Here are the natural (NBO) charges for atoms 1 to 6, given in e: atom 1 (N): -0.819, atom 2 (C): -0.055, atom 3 (N): -0.866, atom 4 (H): 0.336, atom 5 (H): 0.354, atom 6 (H): 0.161



It turns out <ii> is the most stable, with the second structure 10.8 kcal/mol higher.



<i>
C3H2N2 | wB97M-V/def2-TZVPD

```
! RIJCOSX wB97M-V def2-TZVPD def2/J DEFGRID3
* xyz 0 1
C -0.17292 -0.54228 -0.71560
C 0.74426 -1.44170 -0.36373
C -0.64039 0.66531 -0.48392
N 1.01774 -0.91645 0.80713
N 1.10008 -0.19065 1.64373
H -1.81708 0.68973 -0.23394
H -0.23170 1.73604 -0.65368
*
```

Results
LUMO energy (eV): -0.43
Gap between HOMO and LUMO (eV): 9.0
HOMO (eV): -9.38

Here are the natural (NBO) charges for atoms 1 to 6, given in e: atom 1 (C): 0.095, atom 2 (C): -0.225, atom 3 (C): -0.536, atom 4 (N): 0.103, atom 5 (N): 0.070, atom 6 (H): 0.236



<ii>
C3H2N2 | wB97M-V/def2-TZVPD

```
! RIJCOSX wB97M-V def2-TZVPD def2/J DEFGRID3
* xyz 0 1
C 1.25493 0.41944 0.06542
C -0.99350 -0.95454 -0.56735
C 0.07058 -0.29253 0.10591
N 2.17577 1.07771 -0.11227
N -0.54175 -1.57010 0.44550
H -1.66019 -0.83347 -1.38403
H -0.30584 2.15348 1.44682
*
```

Results
LUMO energy (alpha / beta) (eV): -0.60 / -0.22
Gap between HOMO and LUMO (alpha / beta) (eV): 10.2 / 8.3
HOMO (alpha / beta) (eV): -10.76 / -8.47

Here are the natural (NBO) charges for atoms 1 to 6, given in e: atom 1 (C): 0.171, atom 2 (C): 0.123, atom 3 (C): -0.010, atom 4 (N): -0.274, atom 5 (N): -0.242, atom 6 (H): 0.239



<iii>
C3H2N2 | wB97M-V/def2-TZVPD

```
! RIJCOSX wB97M-V def2-TZVPD def2/J DEFGRID3
* xyz 0 1
C -2.83937 0.84244 -0.08911
C -1.94709 0.03369 0.16986
C 1.44840 -0.07286 -0.00617
N -0.87759 -0.55820 -0.28956
N 0.27675 -0.55763 0.12233
H 1.74271 0.92836 -0.25248
H 2.19619 -0.61579 0.34513
*
```

Results
LUMO energy (eV): -1.48
Gap between HOMO and LUMO (eV): 8.1
HOMO (eV): -9.55

Here are the natural (NBO) charges for atoms 1 to 6, given in e: atom 1 (C): 0.037, atom 2 (C): -0.265, atom 3 (C): -0.111, atom 4 (N): 0.009, atom 5 (N): -0.054, atom 6 (H): 0.201



It turns out <i> is the most stable, with the second structure 34.8 kcal/mol higher.



<i>
C21H21BBaN12O6 | wB97M-V/def2-TZVPD

```
! RIJCOSX wB97M-V def2-TZVPD def2/J DEFGRID3
* xyz -1 2
Ba 0.35481 0.40447 0.97456
O -4.12780 -1.58133 2.11884
C -3.43814 -2.78697 2.33100
C -3.03398 -2.98282 3.79446
N -1.93332 -2.15292 4.26046
C -2.17174 -0.77184 4.62640
C -2.02503 0.32853 3.52471
O -2.10755 1.46855 3.94197
O -1.84725 -0.07873 2.32885
C -0.67278 -2.68412 4.33801
C 0.07992 -2.73451 2.71412
O -0.29221 -3.70650 2.10537
O 0.81066 -1.76500 2.57250
H -3.44627 -0.88770 2.04115
H -2.55668 -2.87450 1.69454
H -4.11805 -3.60490 2.07947
H -2.74399 -4.02468 3.93986
H -3.90573 -2.76454 4.41647
H -1.48229 -0.49839 5.42371
H -3.18808 -0.68949 5.01195
H -0.66484 -3.74629 4.56978
H 0.01136 -2.07963 4.92289
C 3.71784 -1.63514 -1.22742
C 2.53739 -1.92413 -0.52078
N 1.50334 -1.28197 -1.04814
N 1.98093 -0.58398 -2.09611
C 3.31306 -0.76775 -2.21504
B 1.12202 0.44937 -2.87334
N -0.38577 0.18091 -2.66303
C -1.26667 -0.37597 -3.51983
C -2.48187 -0.47071 -2.88319
C -2.24668 0.06541 -1.60866
N -0.98412 0.45490 -1.48949
N 1.48915 1.85357 -2.36431
C 1.47380 3.06400 -2.96302
C 1.71059 4.01729 -2.00371
C 1.84405 3.29061 -0.81169
N 1.70502 1.99040 -1.03295
N 1.42043 0.24796 -4.37545
C 1.76309 -0.91536 -4.97967
C 1.69165 -0.72658 -6.33862
C 1.30216 0.61783 -6.47379
N 1.11567 1.18705 -5.29550
H 4.71257 -2.00249 -1.04382
H 2.38305 -2.55854 0.33874
H 3.86958 -0.27229 -2.99321
H -0.96766 -0.64405 -4.51947
H -3.40320 -0.85797 -3.28190
H -2.92874 0.18676 -0.78041
H 1.29900 3.13921 -4.02126
H 1.77034 5.08298 -2.14046
H 2.03037 3.64728 0.18866
H 2.00955 -1.78753 -4.39839
H 1.90106 -1.44545 -7.11178
H 1.13698 1.18736 -7.37514
O 1.58203 1.84966 2.81600
N 0.77979 2.75371 2.41697
C 0.79769 3.91347 3.03235
C 1.68075 4.17806 4.12683
N 2.39254 4.39063 5.00542
C -0.08584 4.93542 2.57141
N -0.78595 5.77941 2.22213
*
```

Results
LUMO energy (alpha / beta) (eV): 2.29 / 0.08
<S²>: 0.756
Gap between HOMO and LUMO (alpha / beta) (eV): 8.5 / 6.3
HOMO (alpha / beta) (eV): -6.21 / -6.21

Here are the natural (NBO) charges for atoms 1 to 6, given in e: atom 1 (Ba): 1.850, atom 2 (O): -0.747, atom 3 (C): -0.073, atom 4 (C): -0.249, atom 5 (N): -0.209, atom 6 (C): -0.360



<ii>
C21H21BBaN12O6 | wB97M-V/def2-TZVPD

```
! RIJCOSX wB97M-V def2-TZVPD def2/J DEFGRID3
* xyz -1 2
Ba 0.89908 0.25480 0.10285
O -0.53906 0.48092 3.71246
C -1.27742 1.64273 3.97648
C -0.51523 2.92226 3.62173
N -0.30911 3.15468 2.19656
C 0.85047 3.90942 1.79037
C 1.48220 3.56861 0.36959
O 1.84908 4.54271 -0.26619
O 1.54517 2.32999 0.11508
C -1.44433 3.11572 1.35023
C -1.93769 1.64141 0.87470
O -3.07034 1.63726 0.44768
O -1.08725 0.71190 0.99642
H -0.52631 0.38875 2.74340
H -1.45691 1.67501 5.05023
H -2.25119 1.62451 3.47264
H 0.45548 2.89720 4.10782
H -1.08032 3.78327 4.00037
H 1.63889 3.77411 2.52844
H 0.57174 4.96385 1.72577
H -1.23222 3.65276 0.42641
H -2.31440 3.53865 1.84802
C -2.40974 1.17814 -3.06886
C -1.33812 1.70618 -2.33051
N -0.49803 0.74915 -1.96215
N -1.00086 -0.40753 -2.46074
C -2.15712 -0.17661 -3.12129
B -0.14644 -1.68009 -2.17371
N 1.31401 -1.29396 -2.52179
C 1.77325 -1.12127 -3.78745
C 3.02641 -0.55973 -3.71433
C 3.25348 -0.39376 -2.33325
N 2.21559 -0.82686 -1.63606
N -0.38898 -2.07908 -0.68334
C -1.61612 -2.45064 -0.22832
C -1.49984 -2.75613 1.10474
C -0.13921 -2.52618 1.39939
N 0.51745 -2.12744 0.32026
N -0.54161 -2.87256 -3.07529
C 0.27885 -3.86043 -3.50169
C -0.49383 -4.82028 -4.11026
C -1.80659 -4.32749 -3.99179
N -1.83204 -3.16234 -3.36290
H -3.24963 1.70509 -3.49044
H -1.13945 2.73482 -2.06001
H -2.70906 -0.98651 -3.56521
H 1.18211 -1.40710 -4.64295
H 3.67252 -0.29576 -4.53541
H 4.11298 0.01038 -1.81995
H -2.47044 -2.48389 -0.88568
H -2.28419 -3.07772 1.76916
H 0.38830 -2.63419 2.33615
H 1.34402 -3.81546 -3.34024
H -0.16198 -5.73680 -4.56858
H -2.73091 -4.76541 -4.34104
O 2.17026 0.11840 1.93265
N 2.48553 -0.74383 2.81386
C 2.47415 -0.40056 4.07763
C 2.26208 0.94649 4.53723
N 2.14926 2.03481 4.89971
C 2.76176 -1.41159 5.05702
N 2.98184 -2.19278 5.87436
*
```

Results
LUMO energy (alpha / beta) (eV): 2.37 / -0.72
<S²>: 0.756
Gap between HOMO and LUMO (alpha / beta) (eV): 8.5 / 5.4
HOMO (alpha / beta) (eV): -6.12 / -6.11

Here are the Löwdin charges for atoms 1 to 6, given in e: atom 1 (Ba): 2.273, atom 2 (O): -0.060, atom 3 (C): -0.220, atom 4 (C): -0.107, atom 5 (N): -0.008, atom 6 (C): -0.028



It turns out <i> is the most stable, with the second structure 102.2 kcal/mol higher.



<i>
C3H10N2O2 | wB97M-V/def2-TZVPD

```
! RIJCOSX wB97M-V def2-TZVPD def2/J DEFGRID3
* xyz 0 1
C -1.18555 -0.14283 -0.17513
N -0.54075 0.12075 1.18036
N -2.59228 0.15844 -0.11057
O -0.55748 0.61856 -1.08708
O -0.95722 -1.54105 -0.35375
H 0.50985 0.74216 -0.71174
H -0.68628 -1.64776 -1.27318
H -1.01604 0.90210 1.61975
H -0.61193 -0.69557 1.77801
H -2.85853 0.69422 -0.92660
H -3.14483 -0.68710 -0.05748
C 1.86292 0.79000 0.07295
C 2.68968 -0.22046 -0.20248
H 3.73661 -0.09741 -0.46569
H 2.28102 1.79634 0.08865
H 0.73488 0.45743 0.82814
H 2.33590 -1.24782 -0.20418
*
```

Results
LUMO energy (eV): 0.82
Gap between HOMO and LUMO (eV): 9.6
HOMO (eV): -8.82

Here are the natural (NBO) charges for atoms 1 to 6, given in e: atom 1 (C): 0.768, atom 2 (N): -0.826, atom 3 (N): -0.877, atom 4 (O): -0.770, atom 5 (O): -0.759, atom 6 (H): 0.483



<ii>
C3H10N2O2 | wB97M-V/def2-TZVPD

```
! RIJCOSX wB97M-V def2-TZVPD def2/J DEFGRID3
* xyz 0 1
N 1.83810 -0.00816 1.71834
C 0.90434 0.24105 0.59797
C 1.58850 1.06875 -0.49724
C 0.67705 -1.19635 0.00009
N 1.66156 -1.82164 -0.68226
O -0.37959 -1.74683 0.26075
H 1.24606 -0.31604 2.48258
H 2.26894 0.88175 1.94604
H -0.14647 0.56228 0.66906
H 2.53802 0.59941 -0.81230
H 0.96497 1.12428 -1.40422
H 2.01334 2.01787 -0.13469
H 1.55832 -2.81759 -0.72653
H 2.27478 -1.25765 -1.22902
H -7.05141 0.63409 -0.50235
H -5.64005 1.24974 -0.59435
O -6.31647 0.78504 -1.09187
*
```

Results
LUMO energy (eV): 0.84
Gap between HOMO and LUMO (eV): 10.1
HOMO (eV): -9.28
SMILES: C[C@H](N)C(N)=O.O

Here are the natural (NBO) charges for atoms 1 to 6, given in e: atom 1 (N): -0.812, atom 2 (C): -0.142, atom 3 (C): -0.630, atom 4 (C): 0.669, atom 5 (N): -0.837, atom 6 (O): -0.624



It turns out <ii> is the most stable, with the second structure 49.4 kcal/mol higher.